Entry 1:
Density functional theory data (ωB97M-V/def2-TZVPD) for a molecular structure, C65H65IN4O2Sb2TeW.

ORCA input file:
```
! wB97M-V def2-TZVPD RIJCOSX def2/J DEFGRID3
* xyz 2 1
W 0.099 0.786 0.159
C -1.939 3.759 -1.880
C -1.214 2.445 -1.813
O -1.377 1.687 -0.677
C -0.493 1.963 -2.884
C 0.216 0.746 -2.900
C 0.682 0.098 -4.163
N 0.453 0.176 -1.673
N 0.925 -1.118 -1.625
C 0.847 -1.713 -0.464
O 0.360 -1.054 0.646
C 1.253 -3.104 -0.388
C 1.161 -3.835 0.803
C 1.520 -5.166 0.837
C 1.961 -5.807 -0.310
C 2.048 -5.095 -1.499
C 1.704 -3.761 -1.542
H -2.890 3.706 -1.351
H -2.118 4.026 -2.918
H -1.352 4.560 -1.420
H -0.516 2.534 -3.800
H -0.108 0.121 -4.909
H 0.946 -0.937 -3.960
H 1.544 0.617 -4.583
H 0.769 -3.369 1.696
H 1.451 -5.710 1.766
H 2.216 -6.855 -0.288
H 2.366 -5.586 -2.406
H 1.745 -3.217 -2.471
C -4.257 0.035 -0.053
C -4.171 1.397 0.622
C -3.691 1.359 2.069
Sb -1.580 0.800 2.321
C -1.010 2.034 4.018
C 0.015 1.550 4.823
C 0.421 2.258 5.940
C -0.201 3.453 6.268
C -1.224 3.938 5.471
C -1.621 3.233 4.347
C -1.795 -0.852 3.698
C -0.934 -1.938 3.655
C -1.065 -2.957 4.585
C -2.047 -2.880 5.558
C -2.886 -1.777 5.618
C -2.759 -0.758 4.692
Sb -2.357 -1.028 -0.480
C -3.375 -2.039 -2.118
C -3.897 -3.315 -2.012
C -4.602 -3.870 -3.067
C -4.795 -3.150 -4.233
C -4.270 -1.873 -4.345
C -3.556 -1.323 -3.294
C -2.671 -2.700 0.885
C -3.512 -2.627 1.984
C -3.688 -3.729 2.804
C -3.031 -4.917 2.527
C -2.200 -5.000 1.422
C -2.016 -3.895 0.608
H -4.709 0.147 -1.042
H -4.888 -0.645 0.522
H -5.177 1.830 0.618
H -3.535 2.065 0.030
H -4.278 0.645 2.652
H -3.796 2.348 2.525
H 0.482 0.595 4.597
H 1.215 1.870 6.561
H 0.112 4.003 7.141
H -1.725 4.861 5.722
H -2.421 3.630 3.736
H -0.168 -1.997 2.886
H -0.405 -3.810 4.550
H -2.156 -3.674 6.280
H -3.640 -1.707 6.387
H -3.392 0.117 4.739
H -3.769 -3.882 -1.104
H -5.010 -4.865 -2.971
H -5.351 -3.581 -5.051
H -4.424 -1.304 -5.251
H -3.143 -0.321 -3.386
H -4.037 -1.709 2.217
H -4.343 -3.652 3.658
H -3.169 -5.771 3.171
H -1.704 -5.929 1.182
H -1.366 -3.971 -0.256
Te 3.029 -1.409 1.719
C 4.296 -3.069 2.286
C 4.231 -3.589 3.568
C 5.010 -4.678 3.920
C 5.856 -5.257 2.991
C 5.927 -4.739 1.709
C 5.145 -3.654 1.360
C 4.520 0.096 2.002
C 4.869 0.778 0.715
C 5.499 2.165 0.895
C 6.116 2.443 2.227
C 5.925 1.628 3.262
C 5.059 0.470 3.161
H 3.564 -3.141 4.293
H 4.956 -5.077 4.920
H 6.465 -6.106 3.262
H 6.593 -5.181 0.986
H 5.184 -3.263 0.349
H 5.471 0.070 0.143
H 6.232 2.392 0.119
H 6.734 3.324 2.303
H 6.386 1.823 4.218
H 4.843 -0.078 4.063
C 4.137 -1.034 -2.019
N 4.502 0.359 -2.348
C 5.967 0.557 -2.375
C 3.717 1.397 -1.594
C 3.645 1.411 -0.037
C 4.122 2.800 0.534
C 3.380 3.254 1.738
C 2.446 2.504 2.342
C 1.902 1.341 1.686
C 2.281 0.878 0.418
H 4.587 -1.710 -2.742
H 3.053 -1.160 -2.039
H 4.489 -1.308 -1.024
H 4.207 0.513 -3.319
H 6.446 0.178 -1.475
H 6.198 1.614 -2.478
H 6.385 0.030 -3.233
H 2.687 1.274 -1.963
H 4.075 2.368 -1.952
H 4.205 3.613 -0.194
H 3.675 4.205 2.153
H 1.996 2.816 3.276
H 1.172 0.747 2.288
I 2.867 5.670 -1.800
C 1.511 4.907 -0.368
C 0.903 5.762 0.545
C -0.137 5.201 1.312
C -0.413 3.870 1.217
N 0.310 2.964 0.460
C 1.206 3.568 -0.418
H 1.150 6.806 0.615
H -0.732 5.827 1.960
H -1.280 3.459 1.729
H 1.581 2.942 -1.226
*
```

The HOMO energy (spin up / spin down) is -11.5 / -11.5 eV. The gap between HOMO and LUMO (spin up / spin down) comes out at 0.22896 / 0.22633 Eh.


Entry 2:
Density functional theory data (ωB97M-V/def2-TZVPD) for a molecular structure, C22H40ClF5N4OTcTe.

ORCA input file:
```
! wB97M-V def2-TZVPD RIJCOSX def2/J DEFGRID3
* xyz -2 4
Tc 0.510 -1.156 -0.789
Cl -0.379 0.301 -2.336
C 2.395 -4.106 0.749
C 1.984 -2.478 -0.741
N 1.590 -3.733 -0.299
H 4.073 -3.058 1.689
N 3.151 -2.191 -0.050
H 2.205 -4.888 1.462
C 0.254 -4.229 -0.664
C 0.338 -5.653 -1.205
C -0.593 -4.174 0.585
H 0.748 -6.391 -0.504
H -0.672 -5.990 -1.471
H 0.924 -5.695 -2.129
H -1.194 -3.823 -2.119
H 0.355 -3.299 -2.626
H -0.705 -3.147 0.955
C -0.300 -3.309 -1.750
H -0.183 -4.780 1.404
H -1.583 -4.552 0.320
H -0.830 -2.334 -1.443
C 3.360 -3.168 0.889
C 3.941 -0.237 1.168
H 4.442 -0.891 1.893
H 4.528 0.685 1.055
C 3.841 -0.886 -0.205
H 3.405 0.978 -1.186
C 5.221 -1.015 -0.843
H 5.147 -1.411 -1.863
H 2.936 0.024 1.529
H 1.906 0.063 -0.700
H 5.902 -1.623 -0.238
H 5.646 -0.002 -0.916
C 2.980 -0.036 -1.143
H 2.966 -0.414 -2.177
C -3.808 3.478 -0.634
N -3.286 2.370 0.030
H -2.839 5.380 -1.125
N -1.773 3.887 0.101
H -4.740 3.490 -1.162
C -3.724 0.959 -0.152
C -5.083 0.769 0.484
C -3.744 0.572 -1.621
H -5.828 1.425 0.024
H -5.388 -0.278 0.342
H -5.020 0.966 1.561
H -3.047 -1.007 0.339
H -2.672 0.187 1.589
H -2.731 0.645 -2.041
C -2.729 0.036 0.514
H -4.448 1.157 -2.221
H -4.042 -0.484 -1.664
H -1.734 0.165 0.072
C -2.837 4.428 -0.619
C 0.246 3.898 -1.378
H -0.201 4.469 -2.200
H 1.326 4.116 -1.364
C -0.327 4.272 -0.011
H 1.465 3.815 1.070
C -0.213 5.758 0.228
H -0.613 6.014 1.216
H 0.130 2.822 -1.571
H 0.474 2.402 0.659
H -0.734 6.317 -0.558
H 0.848 6.041 0.200
C 0.431 3.443 1.005
H -0.016 3.485 1.997
C -2.201 2.773 0.704
F -1.287 -1.377 2.452
Te 0.130 -0.167 2.857
F 1.545 1.098 3.151
F 1.252 -1.693 3.177
F -1.019 1.319 2.621
F -0.567 -0.147 4.650
O 0.494 -0.184 0.979
*
```

The HOMO energy (spin up / spin down) is 0.9 / 0.7 eV. As for the expectation value of S²: 3.76. The gap between HOMO and LUMO (spin up / spin down) comes out at 0.13779 / 0.14665 Eh.


Entry 3:
Density functional theory data (ωB97M-V/def2-TZVPD) for a molecular structure, C16H20AsIN4O5ReS2.

ORCA input file:
```
! wB97M-V def2-TZVPD RIJCOSX def2/J DEFGRID3
* xyz 0 4
Re -0.047 -0.556 0.400
N -3.008 2.854 -0.583
C -1.916 2.140 -0.281
S -1.082 1.259 -1.467
N -1.536 2.224 1.000
N -0.564 1.389 1.338
C 0.079 1.671 2.439
C -0.189 2.902 3.223
C -1.296 2.969 4.061
C -1.528 4.111 4.812
C -0.658 5.190 4.728
C 0.446 5.127 3.890
C 0.682 3.983 3.141
C 1.020 0.685 2.906
C 1.783 0.826 4.066
C 2.615 -0.204 4.450
C 2.673 -1.366 3.686
C 1.896 -1.447 2.552
N 1.103 -0.438 2.168
H -3.355 2.870 -1.523
H -3.477 3.360 0.148
H -1.978 2.129 4.107
H -2.392 4.161 5.461
H -0.844 6.081 5.313
H 1.122 5.968 3.817
H 1.538 3.930 2.478
H 1.698 1.733 4.647
H 3.208 -0.114 5.351
H 3.294 -2.201 3.975
H 1.862 -2.325 1.921
I -2.071 -1.527 1.840
O 1.320 -2.165 -2.359
S 0.258 -2.571 -1.454
O 0.787 -2.389 0.011
O -0.802 -1.479 -1.370
O -0.265 -3.879 -1.659
C 4.362 0.787 -0.172
As 3.116 -0.369 -1.085
C 3.757 -2.128 -0.661
C 3.245 0.029 -2.951
O 1.638 0.158 -0.511
H 5.339 0.312 -0.089
H 3.957 0.975 0.822
H 4.457 1.730 -0.705
H 3.773 -2.245 0.420
H 4.780 -2.166 -1.039
H 3.141 -2.883 -1.131
H 4.296 0.133 -3.222
H 2.726 0.973 -3.108
H 2.763 -0.764 -3.513
*
```

The HOMO energy (spin up / spin down) is -7.2 / -7.8 eV. As for the expectation value of S²: 3.77. The gap between HOMO and LUMO (spin up / spin down) comes out at 0.23571 / 0.23498 Eh.


Entry 4:
Density functional theory data (ωB97M-V/def2-TZVPD) for a molecular structure, C29H55FeN3O4PS3Si.

ORCA input file:
```
! wB97M-V def2-TZVPD RIJCOSX def2/J DEFGRID3
* xyz -2 6
Fe 0.519 0.623 0.555
N 0.952 2.528 4.916
C 1.166 2.077 3.608
S 0.166 2.720 2.384
N 2.122 1.203 3.479
N 2.316 0.756 2.187
C 3.458 0.193 2.017
C 3.935 -0.381 0.782
C 5.088 -1.176 0.821
C 5.627 -1.749 -0.312
C 4.998 -1.506 -1.540
C 3.878 -0.712 -1.617
C 3.292 -0.113 -0.466
O 2.258 0.633 -0.578
H -0.008 2.802 5.061
H 1.298 1.865 5.598
H 4.131 0.145 2.878
H 5.554 -1.343 1.789
H 6.511 -2.373 -0.253
H 5.391 -1.956 -2.447
H 3.383 -0.540 -2.565
C -1.546 3.785 -0.502
C -0.360 3.457 -1.406
C 0.938 4.067 -0.891
C -0.651 3.973 -2.815
O -0.166 2.034 -1.393
Si -0.780 0.873 -2.397
S -0.188 -0.929 -1.661
O -0.365 1.232 -3.967
C 0.851 1.032 -4.665
C 1.035 -0.449 -4.989
C 2.026 1.556 -3.843
C 0.714 1.828 -5.964
O -2.399 1.239 -2.421
C -3.484 0.442 -2.866
C -4.600 1.425 -3.214
C -3.104 -0.371 -4.103
C -3.920 -0.482 -1.734
H -1.717 4.865 -0.474
H -1.365 3.436 0.511
H -2.438 3.289 -0.888
H 0.885 5.159 -0.911
H 1.768 3.736 -1.520
H 1.126 3.743 0.132
H -0.789 5.056 -2.769
H -1.557 3.518 -3.217
H 0.177 3.755 -3.490
H 1.118 -1.023 -4.066
H 1.933 -0.595 -5.596
H 0.169 -0.814 -5.547
H 1.990 1.164 -2.823
H 2.004 2.648 -3.789
H 2.976 1.257 -4.296
H -0.136 1.455 -6.538
H 1.620 1.739 -6.570
H 0.543 2.883 -5.738
H -4.272 2.094 -4.012
H -4.843 2.025 -2.334
H -5.499 0.895 -3.540
H -2.745 0.291 -4.894
H -3.972 -0.928 -4.467
H -2.312 -1.080 -3.854
H -4.159 0.106 -0.846
H -3.100 -1.149 -1.467
H -4.795 -1.069 -2.029
S -1.706 -0.032 1.417
C -2.175 0.063 4.578
C -1.061 -0.981 4.533
C -1.303 -2.036 5.613
P -0.671 -1.636 2.819
C 0.844 -2.762 3.271
C 1.819 -2.112 4.248
C 1.551 -3.096 1.957
C -1.942 -2.950 2.415
C -1.979 -3.239 0.911
C -1.875 -4.282 3.169
H -2.319 0.391 5.616
H -3.120 -0.350 4.216
H -1.935 0.919 3.951
H -0.126 -0.458 4.768
H -2.307 -2.455 5.515
H -1.242 -1.577 6.606
H -0.584 -2.857 5.576
H 0.484 -3.698 3.724
H 2.095 -1.105 3.931
H 2.737 -2.708 4.308
H 1.410 -2.037 5.258
H 1.851 -2.182 1.438
H 0.914 -3.659 1.274
H 2.456 -3.684 2.142
H -2.877 -2.444 2.675
H -1.156 -3.897 0.622
H -1.914 -2.323 0.325
H -2.911 -3.758 0.662
H -1.009 -4.869 2.853
H -2.764 -4.876 2.926
H -1.830 -4.173 4.251
*
```

The HOMO energy (spin up / spin down) is -0.2 / -1.1 eV. As for the expectation value of S²: 8.77. The gap between HOMO and LUMO (spin up / spin down) comes out at 0.17263 / 0.20833 Eh.


Entry 5:
Density functional theory data (ωB97M-V/def2-TZVPD) for C25H32N2O2 in the gas phase.

ORCA input file:
```
! wB97M-V def2-TZVPD RIJCOSX def2/J DEFGRID3
* xyz 0 1
C 6.464 0.383 -1.727
C 5.460 1.527 -1.669
C 4.447 1.336 -0.541
C 3.434 2.477 -0.495
C 2.500 2.447 0.716
C 1.436 1.349 0.677
C 1.928 -0.047 1.092
N 0.827 -0.616 1.835
C -0.124 0.262 2.182
O -1.135 0.001 2.807
C 0.283 1.632 1.657
C -0.911 2.358 1.024
C -1.549 1.492 -0.054
O -1.190 1.522 -1.217
N -2.525 0.684 0.397
H -2.693 0.619 1.391
C -3.248 -0.229 -0.463
C -4.717 0.103 -0.487
C -5.671 -0.821 -0.086
C -7.016 -0.492 -0.102
C -7.417 0.767 -0.513
C -6.470 1.696 -0.911
C -5.128 1.366 -0.899
H -4.385 2.085 -1.212
H -6.780 2.680 -1.234
H -8.466 1.024 -0.524
H -7.751 -1.220 0.209
H -5.360 -1.804 0.239
H -3.096 -1.259 -0.123
H -2.818 -0.113 -1.464
H -1.644 2.588 1.798
H -0.567 3.285 0.563
H 0.641 2.221 2.509
C 0.742 -2.028 2.097
C 0.528 -2.842 0.843
C 0.983 -4.153 0.778
C 0.768 -4.915 -0.356
C 0.100 -4.373 -1.442
C -0.352 -3.066 -1.386
C -0.141 -2.305 -0.250
H -0.495 -1.286 -0.215
H -0.870 -2.633 -2.229
H -0.065 -4.967 -2.328
H 1.125 -5.934 -0.394
H 1.506 -4.578 1.623
H 1.649 -2.364 2.612
H -0.112 -2.163 2.771
H 2.162 -0.685 0.237
H 2.817 0.016 1.734
H 1.023 1.299 -0.334
H 1.981 3.408 0.754
H 3.089 2.356 1.633
H 2.835 2.468 -1.407
H 3.984 3.422 -0.473
H 4.980 1.285 0.412
H 3.933 0.387 -0.689
H 5.993 2.470 -1.521
H 4.929 1.593 -2.620
H 7.177 0.539 -2.533
H 7.015 0.310 -0.792
H 5.955 -0.563 -1.898
*
```

The HOMO energy is -9.0 eV. As for the SMILES: CCCCC[C@H]1CN(Cc2ccccc2)C(=O)[C@@H]1CC(=O)NCc1ccccc1. The gap between HOMO and LUMO comes out at 0.35767 Eh.


Entry 6:
Density functional theory data (ωB97M-V/def2-TZVPD) for C5H8O2 in the gas phase.

ORCA input file:
```
! wB97M-V def2-TZVPD RIJCOSX def2/J DEFGRID3
* xyz 0 1
C 0.884 0.447 1.441
C 0.350 -0.104 0.123
O 1.278 -1.062 -0.340
C -1.010 -0.817 0.261
O -1.267 -1.571 -0.914
C 0.190 1.001 -0.861
C 0.019 1.900 -1.646
H 0.937 -0.354 2.185
H 0.264 1.264 1.822
H 1.895 0.830 1.276
H 0.757 -1.645 -0.919
H -1.822 -0.108 0.468
H -0.950 -1.543 1.076
H -1.415 -0.944 -1.638
H -0.110 2.706 -2.335
*
```

The HOMO energy is -10.4 eV. As for the SMILES: C#C[C@](C)(O)CO. The gap between HOMO and LUMO comes out at 0.41126 Eh.


Entry 7:
Density functional theory data (ωB97M-V/def2-TZVPD) for 2 unconnected molecules or ions with the total composition C7H19Br4O2P2S.

ORCA input file:
```
! wB97M-V def2-TZVPD RIJCOSX def2/J DEFGRID3
* xyz 1 1
C 3.106 -2.456 3.492
P 2.736 -1.406 1.944
C 3.267 0.414 2.119
P 0.723 -1.662 1.173
S -0.850 -0.883 2.397
C -0.103 0.043 3.846
O -1.744 -2.051 2.971
O -1.810 0.092 1.610
H 3.180 -3.590 3.134
H 4.148 -2.207 4.010
H 2.214 -2.399 4.260
H 2.421 1.171 2.397
H 3.744 0.752 1.091
H 4.135 0.553 2.925
H 0.598 -1.178 -0.208
H 0.482 -3.109 1.069
H 0.574 -0.712 4.431
H 0.502 0.953 3.408
H -0.931 0.491 4.545
Br -1.579 -1.072 -0.064
C -2.010 -0.015 -1.645
C -3.291 -0.492 -2.289
Br -3.003 -2.134 -3.301
H -1.143 -0.067 -2.310
H -2.121 1.010 -1.279
H -3.647 0.236 -3.024
H -4.089 -0.696 -1.570
Br 0.343 1.883 -2.520
C -0.089 2.940 -4.101
C -1.369 2.463 -4.745
Br -1.081 0.821 -5.758
H 0.778 2.888 -4.766
H -0.199 3.965 -3.736
H -1.725 3.191 -5.480
H -2.167 2.259 -4.026
*
```

The HOMO energy is -10.9 eV. The gap between HOMO and LUMO comes out at 0.25166 Eh.